Record 1
Entry from OMol25: 2 unconnected molecules or ions with the total composition C6H10O in a non-equilibrium geometry (the ωB97M-V functional and the def2-TZVPD basis).

The calculation puts the energy above the lowest of the compared OMol25 structures with the same formula, charge and spin at 6.393 eV. The HOMO energy comes out at -7.83 eV. As for the multiplicity: 1. For the frontier orbital gap, the calculation gives 7.6 eV. As for the total energy: -8424.84687 eV.

```
17
C6H10O the ωB97M-V functional and the def2-TZVPD basis
C -2.1853 -1.0502 -0.8740
C -1.1422 -0.6425 -0.0618
C -0.1426 -1.4063 0.6545
C -0.5065 -2.2427 1.6321
C 1.1471 -0.5398 0.7610
C 2.2080 -1.1793 1.1185
H -2.0236 -0.6981 -1.8887
H -3.0452 -1.8263 -0.7477
H -1.1909 0.4700 0.0810
H 0.3157 -2.9112 2.1241
H -1.5199 -2.3254 2.0949
H 1.0768 0.3695 0.0699
H 3.0498 -0.5577 0.8337
H 2.3598 -2.2616 0.7053
O 0.4238 5.3958 -2.4849
H 0.0713 5.3131 -1.5668
H 1.1037 6.0926 -2.4510
```


Record 2
Entry from OMol25: a molecular structure, C6H10O (the ωB97M-V functional and the def2-TZVPD basis).

The calculation puts the energy above the lowest of the compared OMol25 structures with the same formula, charge and spin at 5.757 eV. The HOMO energy (spin up / spin down) comes out at -8.00 / -7.08 eV. As for the multiplicity: 1. For the frontier orbital gap (spin up / spin down), the calculation gives 8.1 / 6.9 eV. As for the total energy: -8425.48302 eV.

```
17
C6H10O the ωB97M-V functional and the def2-TZVPD basis
C -1.5555 -0.4111 -0.3106
C -0.6644 -1.1335 0.7186
O 0.5336 -1.5587 0.0987
C 1.3109 -0.5304 -0.3557
C 1.6987 0.5708 0.5625
C 0.9240 1.6242 0.7478
C -0.8182 0.7017 -1.0209
H -2.4228 -0.0151 0.2307
H -1.9131 -1.1545 -1.0306
H -0.4393 -0.4439 1.5412
H -1.1425 -2.0385 1.0997
H 2.0845 -0.9597 -0.9996
H 0.4613 0.2405 -0.9731
H 2.6897 0.4239 1.0039
H 1.1397 2.3690 1.5221
H -0.8184 0.6079 -2.1108
H -1.0681 1.7072 -0.7239
```


Record 3
Entry from OMol25: C6H10O in the gas phase (the ωB97M-V functional and the def2-TZVPD basis).

The calculation puts the energy above the lowest of the compared OMol25 structures with the same formula, charge and spin at 4.535 eV. The HOMO energy comes out at -8.13 eV. As for the multiplicity: 1. For the frontier orbital gap, the calculation gives 8.3 eV. As for the total energy: -8426.70530 eV.

```
17
C6H10O the ωB97M-V functional and the def2-TZVPD basis
C 2.2483 0.1406 0.5849
O 0.9317 -0.2511 0.9285
C 0.2627 -0.8553 -0.0994
C -1.1705 -0.6513 -0.2424
C -1.9736 0.2112 0.7122
C 0.0311 1.4117 -1.3014
C -0.2532 0.0263 -1.3211
H 2.6895 0.5979 1.4727
H 2.2269 0.8698 -0.2408
H 2.8564 -0.7224 0.2779
H 0.7079 -1.7900 -0.4496
H -1.7039 -1.4980 -0.6672
H -2.8641 -0.3322 1.0413
H -1.3915 0.4855 1.5951
H -2.3095 1.1307 0.2242
H -0.0757 1.7363 -0.2458
H -0.2124 -0.5096 -2.2691
```


Record 4
Entry from OMol25: C6H10O in the gas phase in a non-equilibrium geometry (the ωB97M-V functional and the def2-TZVPD basis).

The calculation puts the energy above the lowest of the compared OMol25 structures with the same formula, charge and spin at 1.699 eV. The HOMO energy comes out at -9.44 eV. As for the multiplicity: 1. For the frontier orbital gap, the calculation gives 10.4 eV. As for the total energy: -8429.54168 eV.

```
17
C6H10O the ωB97M-V functional and the def2-TZVPD basis
O -2.2755 -0.5285 1.9666
C -2.6940 -0.1478 0.9137
C -1.5274 -0.4699 -0.1349
C -0.1000 -0.2900 0.4907
C 1.0186 -0.4412 -0.5321
C 1.3107 0.6925 -1.4727
C 2.2881 0.3570 -0.3816
H -3.8400 0.0335 0.9480
H -1.6337 -1.5475 -0.3673
H -1.6060 0.1062 -1.0458
H 0.0841 -0.9906 1.3170
H -0.0460 0.7132 0.9289
H 1.1526 -1.4462 -0.9354
H 1.5791 0.4654 -2.5000
H 0.7137 1.5941 -1.3521
H 3.2314 -0.1058 -0.6634
H 2.3631 1.0355 0.4649
```


Record 5
Entry from OMol25: C6H10O in the gas phase in a non-equilibrium geometry (the ωB97M-V functional and the def2-TZVPD basis).

The calculation puts the energy above the lowest of the compared OMol25 structures with the same formula, charge and spin at 2.852 eV. The HOMO energy comes out at -9.24 eV. As for the multiplicity: 1. For the frontier orbital gap, the calculation gives 9.8 eV. As for the total energy: -8428.38877 eV.

```
17
C6H10O the ωB97M-V functional and the def2-TZVPD basis
C 1.8646 1.1564 -0.1513
C 1.0071 -0.1207 -0.4091
O 0.9294 -1.1075 0.5757
C -0.8723 -1.8200 0.4029
C -1.4895 -0.5989 -0.1174
C -1.1794 0.6510 0.6490
C -0.4004 0.3903 -0.5841
H 2.9308 0.9429 -0.0615
H 1.5359 1.7135 0.7330
H 1.7494 1.8354 -1.0166
H 1.3924 -0.5453 -1.3525
H -1.2559 -2.7361 -0.1151
H -0.6950 -1.9993 1.4427
H -2.3710 -0.6669 -0.7586
H -0.6655 0.4521 1.5854
H -1.9003 1.4556 0.6412
H -0.5803 0.9976 -1.4640
```


Record 6
Entry from OMol25: C6H10O in the gas phase in a non-equilibrium geometry (the ωB97M-V functional and the def2-TZVPD basis).

The calculation puts the energy above the lowest of the compared OMol25 structures with the same formula, charge and spin at 5.640 eV. The HOMO energy comes out at -7.23 eV. As for the multiplicity: 1. For the frontier orbital gap, the calculation gives 5.4 eV. As for the total energy: -8425.60029 eV.

```
17
C6H10O the ωB97M-V functional and the def2-TZVPD basis
C 2.1533 1.7338 -0.9138
C 0.9009 1.2295 -0.2486
C 0.1678 0.0070 -0.6172
C -0.8220 -0.6257 0.0529
C -0.9827 -2.1150 0.0669
O -1.9640 -2.5405 0.8024
C 0.2649 2.0483 0.8140
H 1.9779 2.5341 -1.5525
H 2.8435 2.0370 -0.1737
H 2.7360 0.7858 -1.5169
H 0.5626 -0.5695 -1.4713
H -1.6599 0.0765 0.6603
H -0.8797 -2.2998 -1.0345
H 0.0370 -2.5601 0.4114
H 0.4530 1.6992 1.8509
H -0.9045 1.9257 0.6822
H 0.4539 3.0274 0.7984
```


Record 7
Entry from OMol25: C6H10O in the gas phase (the ωB97M-V functional and the def2-TZVPD basis).

The calculation puts the energy above the lowest of the compared OMol25 structures with the same formula, charge and spin at 3.691 eV. The HOMO energy comes out at -7.61 eV. As for the multiplicity: 1. For the frontier orbital gap, the calculation gives 7.8 eV. As for the total energy: -8427.54966 eV.

```
17
C6H10O the ωB97M-V functional and the def2-TZVPD basis
C -2.4049 0.0197 -0.7066
O -1.6085 -0.1650 0.4750
C -0.2981 -0.1132 0.4793
C 2.0471 -0.0221 -0.3913
C 0.2302 -0.6158 1.7989
C 0.5622 0.3430 -0.5370
C 0.0039 1.2542 -1.4480
H -1.9415 -0.5069 -1.5502
H -3.3744 -0.3972 -0.4201
H -2.4594 1.0822 -0.9390
H 2.1868 -1.1125 -0.2996
H 2.5596 0.4582 0.4655
H 2.5514 0.2975 -1.3105
H 1.0238 0.0402 2.1786
H 0.6517 -1.6228 1.6606
H -0.5850 -0.6736 2.5258
H 0.8552 1.7339 -1.9816
```


Record 8
Entry from OMol25: a molecular structure, C6H10O (the ωB97M-V functional and the def2-TZVPD basis).

The calculation puts the energy above the lowest of the compared OMol25 structures with the same formula, charge and spin at 5.014 eV. The HOMO energy (spin up / spin down) comes out at -7.42 / -7.42 eV. As for the multiplicity: 1. For the frontier orbital gap (spin up / spin down), the calculation gives 7.9 / 7.9 eV. As for the total energy: -8426.22642 eV.

```
17
C6H10O the ωB97M-V functional and the def2-TZVPD basis
C -1.9711 -1.3087 -0.9988
C -1.0100 -0.5129 -0.1943
O -1.2879 0.7287 0.1720
C 0.0901 1.1231 0.0726
C 0.6494 1.1952 1.5014
C 1.0317 -0.2765 1.3360
C 0.4146 -0.4604 -0.1024
H -2.9783 -1.2153 -0.5809
H -2.0082 -0.9543 -2.0379
H -1.6839 -2.3632 -1.0069
H 2.0352 1.5851 -2.5558
H 1.5587 1.5689 -1.9785
H -0.1048 1.3974 2.2661
H 1.4921 1.8790 1.6220
H 2.1106 -0.4138 1.2482
H 0.6389 -0.9815 2.0702
H 1.0230 -0.9908 -0.8328
```


Record 9
Entry from OMol25: C6H10O in the gas phase (the ωB97M-V functional and the def2-TZVPD basis).

The calculation puts the energy above the lowest of the compared OMol25 structures with the same formula, charge and spin at 0.026 eV. The HOMO energy comes out at -9.57 eV. As for the multiplicity: 1. For the frontier orbital gap, the calculation gives 10.6 eV. As for the total energy: -8431.21482 eV.

```
17
C6H10O the ωB97M-V functional and the def2-TZVPD basis
O 1.7460 -0.9218 1.1354
C 1.2639 -0.4979 -0.1396
C 1.0542 0.9932 -0.1320
C -0.1471 1.5708 -0.1307
C -1.4372 0.7951 -0.1263
C -1.2186 -0.6605 0.2924
C -0.0248 -1.2550 -0.4516
H 2.2815 -0.1982 1.4872
H 2.0111 -0.7517 -0.9096
H 1.9537 1.6074 -0.0747
H -0.2101 2.6572 -0.1148
H -1.8967 0.8398 -1.1255
H -2.1440 1.2878 0.5522
H -1.0203 -0.7065 1.3699
H -2.1230 -1.2490 0.0996
H 0.1170 -2.3115 -0.1975
H -0.2057 -1.1990 -1.5343
```


Record 10
Entry from OMol25: C6H10O in the gas phase (the ωB97M-V functional and the def2-TZVPD basis).

The calculation puts the energy above the lowest of the compared OMol25 structures with the same formula, charge and spin at 0.639 eV. The HOMO energy comes out at -9.22 eV. As for the multiplicity: 1. For the frontier orbital gap, the calculation gives 10.3 eV. As for the total energy: -8430.60181 eV.

```
17
C6H10O the ωB97M-V functional and the def2-TZVPD basis
C -2.2157 0.2769 -0.0480
C -0.7891 0.0952 0.4827
C -0.1346 -1.2293 0.0501
C 1.3648 -1.1428 -0.0121
C 1.9883 0.0210 -0.1457
C 1.2571 1.3223 -0.2110
O -0.1280 1.2588 0.0086
H -2.9770 0.0090 0.6862
H -2.3847 -0.3045 -0.9607
H -2.3258 1.3331 -0.3011
H -0.8011 0.1169 1.5846
H -0.5092 -1.5440 -0.9348
H -0.4346 -2.0187 0.7507
H 1.9424 -2.0652 0.0173
H 3.0699 0.0705 -0.2417
H 1.7069 2.0436 0.4898
H 1.3706 1.7573 -1.2148
```


Record 11
Entry from OMol25: C6H10O in the gas phase in a non-equilibrium geometry (the ωB97M-V functional and the def2-TZVPD basis).

The calculation puts the energy above the lowest of the compared OMol25 structures with the same formula, charge and spin at 1.641 eV. The HOMO energy comes out at -8.44 eV. As for the multiplicity: 1. For the frontier orbital gap, the calculation gives 9.2 eV. As for the total energy: -8429.59892 eV.

```
17
C6H10O the ωB97M-V functional and the def2-TZVPD basis
C -2.1092 -0.2669 0.3242
C -0.7997 0.4177 0.5686
C 0.2512 0.4783 -0.2643
C 1.3102 1.5404 -0.1391
C 0.5492 -0.7848 -1.0560
C 0.9473 -1.4597 0.2573
O 0.1853 -1.9012 1.0865
H -2.7982 0.5666 0.1291
H -2.1272 -0.9174 -0.5539
H -2.4984 -0.8246 1.1807
H -0.7338 0.9343 1.5243
H 1.1059 2.3226 -0.8828
H 1.2721 2.0145 0.8473
H 2.3348 1.1925 -0.3191
H 1.3846 -0.7196 -1.7641
H -0.3101 -1.2537 -1.5452
H 2.0285 -1.3702 0.4709
```


Record 12
Entry from OMol25: C6H10O in the gas phase in a non-equilibrium geometry (the ωB97M-V functional and the def2-TZVPD basis).

The calculation puts the energy above the lowest of the compared OMol25 structures with the same formula, charge and spin at 4.382 eV. The HOMO energy comes out at -8.62 eV. As for the multiplicity: 1. For the frontier orbital gap, the calculation gives 9.7 eV. As for the total energy: -8426.85840 eV.

```
17
C6H10O the ωB97M-V functional and the def2-TZVPD basis
C 1.7976 0.4520 -0.7754
C 0.4643 0.1237 0.2026
C 0.1427 -1.3628 0.4380
C -1.3065 -1.1081 -0.0860
C -0.8883 0.3493 -0.4804
C -1.0966 1.3876 0.6397
O 0.2294 1.0935 1.2057
H 2.6043 0.4041 -0.0587
H 1.9855 -0.2975 -1.5775
H 1.8628 1.4469 -1.2820
H 0.7360 -1.9984 -0.2260
H 0.2566 -1.7002 1.4707
H -2.0601 -1.1682 0.7208
H -1.6514 -1.7700 -0.8870
H 0.0308 0.5572 -1.2038
H -1.8923 1.1606 1.3767
H -1.1829 2.4477 0.3695
```